# 1
Computed, not measured: a molecular structure, C34H56BrN2O2P2V in a non-equilibrium geometry, with wB97M-V/def2-TZVPD.

Geometry (Å):
V1 -0.1560 -0.0616 -0.2633
O1 -1.9825 3.6226 -1.3446
C1 -1.8242 4.3087 -0.1831
C2 -2.4130 5.5646 -0.0968
C3 -2.3046 6.3067 1.0658
C4 -1.5967 5.8168 2.1609
C5 -1.0028 4.5699 2.0659
C6 -1.1136 3.7988 0.9099
C7 -0.4857 2.4270 0.8888
O2 -0.3250 1.8484 -0.3770
N1 -1.3590 1.5134 1.6678
N2 -1.0424 0.1965 1.5296
C8 -1.5599 -0.6681 2.3289
C9 -1.4587 -2.0933 2.0705
Br1 -0.8973 -2.5184 0.2795
C10 -1.8013 -3.0997 2.8644
C11 -2.1792 -2.9820 4.2835
C12 -3.1163 -3.8804 4.7960
C13 -3.5217 -3.7984 6.1181
C14 -2.9776 -2.8293 6.9522
C15 -2.0189 -1.9514 6.4620
C16 -1.6195 -2.0281 5.1359
H1 -1.4273 2.8200 -1.2646
H2 -2.9548 5.9386 -0.9580
H3 -2.7688 7.2842 1.1169
H4 -1.4986 6.4062 3.0640
H5 -0.4183 4.1876 2.9014
H6 0.4837 2.4882 1.3881
H7 -1.7675 1.8238 2.5368
H8 -2.1505 -0.3467 3.1812
H9 -1.8252 -4.0972 2.4324
H10 -3.5369 -4.6415 4.1465
H11 -4.2579 -4.4963 6.5014
H12 -3.2883 -2.7693 7.9877
H13 -1.5695 -1.2168 7.1174
H14 -0.8292 -1.3770 4.7753
C17 0.3975 1.9684 -3.6286
C18 -0.6576 0.9045 -3.9809
C19 -0.4815 0.4775 -5.4393
P1 -0.7778 -0.4638 -2.7228
C20 -2.6165 -0.7266 -2.5532
C21 -3.1843 0.1524 -1.4330
C22 -3.4431 -0.5133 -3.8265
C23 -0.1602 -2.0940 -3.3427
C24 1.3673 -2.0612 -3.4781
C25 -0.8286 -2.7684 -4.5416
H15 0.1058 2.9267 -4.0660
H16 1.3699 1.6983 -4.0482
H17 0.5197 2.1188 -2.5567
H18 -1.6381 1.3742 -3.8846
H19 0.3966 -0.1558 -5.5715
H20 -0.3271 1.3720 -6.0482
H21 -1.3492 -0.0444 -5.8376
H22 -2.7066 -1.7706 -2.2467
H23 -3.0214 1.2151 -1.6290
H24 -2.7562 -0.0741 -0.4511
H25 -4.2629 -0.0022 -1.3447
H26 -3.5822 0.5514 -4.0294
H27 -4.4383 -0.9417 -3.6841
H28 -3.0115 -0.9704 -4.7124
H29 -0.3923 -2.7256 -2.4776
H30 1.6886 -1.4255 -4.3081
H31 1.7504 -3.0675 -3.6665
H32 1.8416 -1.6826 -2.5715
H33 -0.7024 -2.2065 -5.4644
H34 -1.8919 -2.9394 -4.3789
H35 -0.3664 -3.7479 -4.6919
C26 2.8710 2.3877 -0.2584
C27 3.3264 0.9473 -0.5257
C28 3.3085 0.6740 -2.0353
P2 2.2905 -0.2784 0.4099
C29 2.5192 0.2672 2.1710
C30 1.9218 -0.7654 3.1312
C31 3.9659 0.5847 2.5559
C32 3.3158 -1.8502 0.4498
C33 4.3715 -2.0100 -0.6459
C34 2.4618 -3.1151 0.5150
H36 3.5098 3.0701 -0.8264
H37 2.9429 2.6723 0.7918
H38 1.8434 2.5461 -0.5882
H39 4.3427 0.8226 -0.1509
H40 2.2919 0.5337 -2.3945
H41 3.8888 -0.2033 -2.3161
H42 3.7240 1.5330 -2.5698
H43 1.9335 1.1839 2.2532
H44 2.4793 -1.7059 3.1096
H45 0.8793 -0.9915 2.9019
H46 1.9703 -0.3878 4.1560
H47 4.6383 -0.2600 2.3787
H48 4.0122 0.8103 3.6250
H49 4.3646 1.4457 2.0221
H50 3.8445 -1.7733 1.3971
H51 3.9156 -2.1995 -1.6214
H52 4.9863 -2.8819 -0.4057
H53 5.0410 -1.1552 -0.7344
H54 1.9110 -3.2658 -0.4178
H55 1.7431 -3.0945 1.3363
H56 3.1087 -3.9851 0.6604

Cartesian forces, eV/Å:
0.6 -0.5 -1.3
0.0 0.0 0.1
-0.1 -0.1 -0.1
0.0 0.1 0.1
0.0 0.0 0.0
0.0 0.0 -0.1
0.1 0.0 0.0
0.0 0.0 -0.2
-0.3 -0.2 -0.2
-0.2 0.6 0.6
0.2 -0.2 -0.4
-0.7 0.7 1.2
0.0 -0.2 0.0
0.1 0.5 -0.3
-0.3 -0.2 0.1
-0.1 -0.4 0.4
0.0 0.0 -0.1
-0.1 -0.1 0.0
0.0 0.0 0.0
0.0 0.0 0.0
0.0 0.0 0.0
0.1 0.0 0.0
0.1 0.0 0.0
0.0 0.0 0.1
0.0 0.0 0.0
0.0 0.0 -0.1
-0.1 0.0 -0.1
0.3 0.0 0.1
0.0 0.0 0.2
-0.1 0.0 0.0
0.0 0.1 0.1
0.0 0.1 0.0
0.1 0.1 0.0
0.0 0.0 0.0
0.0 0.0 0.0
-0.1 0.0 0.0
0.0 -0.1 -0.1
0.2 0.1 0.0
0.0 0.1 0.0
-0.2 0.1 -0.3
0.0 0.1 -0.1
0.0 0.0 0.0
-0.1 0.0 0.1
0.2 0.0 -0.1
-0.1 0.0 -0.1
0.0 0.0 0.0
0.0 -0.1 0.0
0.0 0.0 0.0
-0.1 0.0 0.0
0.0 0.1 0.0
0.0 0.0 0.0
0.0 0.0 0.0
0.0 0.0 0.0
0.0 -0.1 0.0
0.0 0.0 0.0
0.0 0.0 0.0
0.0 0.0 0.0
0.0 -0.1 0.0
0.0 0.0 0.0
0.0 -0.1 0.0
0.0 -0.1 0.1
0.0 0.0 0.1
0.0 0.0 0.0
0.0 0.0 0.0
0.0 0.0 0.0
0.0 0.1 0.0
0.0 0.0 0.0
0.1 0.0 -0.1
-0.1 0.0 -0.1
0.1 0.0 0.1
0.4 0.0 -0.1
0.0 -0.1 0.1
0.1 0.0 0.1
0.0 0.0 0.1
-0.1 -0.1 -0.2
0.0 -0.1 0.0
0.0 0.0 0.0
0.0 0.0 0.1
0.0 0.0 0.0
0.0 0.0 0.0
0.1 0.0 0.0
-0.1 0.0 0.0
-0.1 0.1 0.0
0.0 0.0 0.1
-0.1 0.1 0.0
0.0 0.1 0.0
0.1 0.0 0.0
0.0 0.0 0.0
-0.1 0.1 0.0
0.0 0.0 -0.1
0.0 0.0 0.0
0.1 0.0 0.1
0.0 0.0 0.1
0.0 0.0 0.0
0.0 0.0 0.0
0.0 0.0 0.0
0.0 0.0 -0.1
0.0 0.1 0.0

Summary:
HOMO-LUMO gap (alpha / beta)   7.24 / 7.13 eV
Largest force on an atom   1.564 eV/A
HOMO level (alpha / beta)   -0.3792 / -0.3821 hartree
Multiplicity   4
Net charge   +1

***

# 2
Computed, not measured: 2 unconnected molecules or ions with the total composition C2H2N2O2S in a non-equilibrium geometry, with wB97M-V/def2-TZVPD.

Geometry (Å):
C1 -2.1282 -1.2176 0.1815
C2 1.0159 2.0486 0.0331
N1 -1.0348 -1.7298 0.3488
N2 1.6383 -0.2350 0.0308
O1 0.7923 3.1361 0.3280
O2 1.5180 1.0707 -0.4034
S1 -3.5736 -0.7120 -0.1783
H1 -0.0957 -1.5817 0.3934
H2 1.8677 -0.7794 -0.7338

Cartesian forces, eV/Å:
3.4 -1.6 -0.1
0.7 0.1 -0.6
-6.4 0.6 -0.3
-0.5 -2.0 4.5
-0.4 0.1 0.4
-0.4 2.0 -1.6
-0.1 0.1 0.2
3.1 1.0 0.2
0.7 -0.4 -2.8

Summary:
HOMO-LUMO gap   8.27 eV
Largest force on an atom   6.400 eV/A
Energy relative to the best compared isomer or geometry (same formula, charge and spin)   503.40 kJ/mol
HOMO level   -0.3227 hartree
Multiplicity   1
Net charge   0

***

# 3
Computed, not measured: a single C22H24N2O5S molecule, with wB97M-V/def2-TZVPD.

Geometry (Å):
C1 1.9869 2.0639 -3.6536
O1 1.4472 0.9545 -4.3301
C2 0.8014 0.0000 -3.6100
C3 0.3313 -1.0981 -4.3325
C4 -0.3301 -2.1217 -3.6879
C5 -0.5265 -2.0776 -2.3171
C6 -0.0670 -0.9890 -1.5934
C7 -0.2388 -0.9564 -0.0924
C8 0.5845 -2.0364 0.5778
C9 2.0133 -2.2352 0.3106
O2 2.5533 -3.3211 0.3565
C10 2.7550 -1.0167 -0.0585
C11 2.6763 0.2403 0.4801
C12 3.6022 1.1369 -0.0845
C13 4.3669 0.5506 -1.0473
S1 3.9969 -1.1095 -1.2594
C14 -0.2457 -2.8250 1.2967
O3 -0.0066 -3.8752 2.0697
C15 -1.6353 -2.3039 1.1827
O4 -2.6031 -2.7626 1.7656
N1 -1.5874 -1.2693 0.3255
C16 -2.7181 -0.4468 -0.0077
C17 -2.4851 1.0228 0.3790
N2 -1.7384 1.1288 1.6181
C18 -1.2143 2.4648 1.8442
C19 -0.3209 2.4392 3.0855
O5 -1.0293 2.0092 4.2196
C20 -1.5741 0.7278 4.0041
C21 -2.4974 0.7083 2.7869
C22 0.5864 0.0533 -2.2377
H1 1.2043 2.6671 -3.1813
H2 2.4847 2.6593 -4.4172
H3 2.7175 1.7585 -2.8972
H4 0.5037 -1.1227 -5.3963
H5 -0.6876 -2.9676 -4.2545
H6 -1.0293 -2.8858 -1.8084
H7 0.0241 0.0359 0.2893
H8 2.0066 0.5021 1.2800
H9 3.6944 2.1674 0.2100
H10 5.1388 1.0010 -1.6401
H11 -0.8576 -4.1547 2.4546
H12 -3.5718 -0.8679 0.5281
H13 -2.9169 -0.5046 -1.0838
H14 -3.4603 1.5364 0.4276
H15 -1.8916 1.5049 -0.4031
H16 -0.6248 2.7720 0.9762
H17 -2.0240 3.1994 1.9975
H18 0.0517 3.4393 3.3135
H19 0.5314 1.7655 2.9023
H20 -2.1245 0.4719 4.9101
H21 -0.7636 -0.0014 3.8503
H22 -2.8685 -0.3052 2.6403
H23 -3.3544 1.3806 2.9672
H24 0.9342 0.8928 -1.6554

Cartesian forces, eV/Å:
0.1 0.2 0.1
-0.1 -0.3 -0.2
-0.1 -0.2 0.0
0.1 0.2 0.0
0.0 0.0 0.0
0.0 0.1 0.1
-0.2 0.0 -0.2
0.2 0.0 -0.1
-0.5 -0.6 0.5
-0.1 -0.1 0.1
-0.1 0.0 0.0
0.7 0.2 -0.3
-0.1 -0.4 0.0
0.2 0.1 -0.1
0.0 -0.4 -0.1
-0.3 0.4 0.4
0.5 0.4 -0.2
-0.1 0.0 -0.1
-0.2 0.0 0.0
0.0 -0.1 0.2
0.1 0.0 -0.1
-0.2 0.2 0.1
0.1 -0.2 0.0
-0.1 0.2 0.0
0.2 0.0 0.3
0.0 0.2 -0.3
-0.1 0.1 0.1
-0.3 -0.2 -0.1
0.2 0.0 0.3
0.0 0.2 -0.1
0.0 0.0 0.0
0.0 0.0 0.1
-0.1 0.0 0.0
0.0 0.0 -0.1
0.0 -0.1 -0.1
-0.1 -0.1 0.1
0.0 -0.1 0.0
-0.2 0.0 0.1
0.1 0.2 0.0
0.2 0.1 -0.1
0.0 0.1 -0.1
0.1 0.0 -0.1
-0.1 0.0 0.1
0.1 0.0 -0.1
0.0 0.0 0.0
0.0 0.0 0.0
0.0 0.0 0.0
0.0 -0.1 -0.1
0.0 0.1 0.0
0.0 -0.1 -0.1
-0.1 0.0 0.0
-0.1 -0.1 0.0
0.0 0.0 0.0
0.1 0.1 0.1

Summary:
HOMO-LUMO gap   8.47 eV
Largest force on an atom   0.913 eV/A
Energy relative to the best compared isomer or geometry (same formula, charge and spin)   166.17 kJ/mol
HOMO level   -0.3177 hartree
SMILES   COc1cccc([C@@H]2C(C(=O)c3cccs3)=C(O)C(=O)N2CCN2CCOCC2)c1
Multiplicity   1
Net charge   0

***

# 4
Computed, not measured: a single C4H9N3S molecule in a non-equilibrium geometry, with wB97M-V/def2-TZVPD.

Geometry (Å):
C1 1.2360 -1.4409 0.2384
C2 0.0036 -0.9890 0.7723
C3 1.5422 1.3195 -0.5780
C4 -1.7570 0.7512 0.5371
N1 1.3558 -0.9128 -1.1077
N2 -0.5077 0.1301 0.3186
N3 0.9140 0.2575 -1.3222
S1 -3.3930 -0.1018 0.0348
H1 1.6154 -2.4052 0.4923
H2 -0.3704 -1.4649 1.6999
H3 0.7921 2.0987 -0.5144
H4 1.8981 0.9581 0.3719
H5 2.3459 1.7346 -1.2014
H6 -1.6975 1.6171 -0.1106
H7 -2.0255 1.1745 1.4443
H8 1.2756 -1.5970 -1.8667
H9 -3.2275 -1.1296 0.7912

Cartesian forces, eV/Å:
-1.5 0.8 -1.2
0.7 1.0 0.9
-0.5 0.2 -0.3
-0.6 -0.7 -2.5
0.2 -1.7 1.9
0.4 -0.7 0.3
0.2 0.2 -1.4
0.7 1.4 -1.0
0.5 -0.3 -0.2
0.0 -0.1 -0.8
0.1 0.2 0.5
0.2 0.3 0.5
0.0 -0.3 0.1
-0.6 0.2 -0.4
0.3 0.2 2.4
-0.3 0.4 0.2
0.2 -1.3 1.0

Summary:
HOMO-LUMO gap (alpha / beta)   7.97 / 7.98 eV
Largest force on an atom   2.684 eV/A
Energy relative to the best compared isomer or geometry (same formula, charge and spin)   459.33 kJ/mol
HOMO level (alpha / beta)   -0.2819 / -0.2819 hartree
Multiplicity   1
Net charge   0

***

Number 1: electronic energy -157545.5099 eV. Number 2: electronic energy -20011.1319 eV. Number 3: electronic energy -47255.9773 eV. Number 4: electronic energy -19594.8756 eV.